Record 1
18
Properties=species:S:1:pos:R:3 method="wB97M-V/def2-TZVPD" fmax_ev_per_a=2.75 e_lumo_ev="0.14 / -0.40" spin_multiplicity=3 s_squared=2.006 total_charge=0 homo_lumo_gap_ev="10.673 / 10.068"
N 0.3781 -1.3476 -0.4882
S -1.2432 -1.4724 -0.3566
O -1.4969 -0.3081 0.8427
O -1.9468 -0.6648 -1.4402
S 1.0404 -0.1235 -1.2889
O 0.2449 1.1150 -1.0094
O 1.4274 -0.1514 -2.6930
C 2.7064 -0.1172 -0.4355
F 2.5550 0.1831 0.8386
F 3.2653 -1.3051 -0.5549
F 3.4988 0.7794 -0.9894
Ni -1.6756 1.1754 -0.6044
O -2.7971 2.5368 -0.6314
H -3.7507 2.4699 -0.6681
C -0.6721 -0.6156 2.0927
H 0.3265 -0.1783 2.1700
H -1.3267 -0.2926 2.9118
H -0.5339 -1.6829 2.3043

***

Record 2
18
Properties=species:S:1:pos:R:3 method="wB97M-V/def2-TZVPD" fmax_ev_per_a=4.63 e_lumo_ev=2.90 total_charge=-1 homo_lumo_gap_ev=6.612
N 0.1022 0.7855 -0.8473
S 1.7735 0.3188 -0.5696
O 2.1255 1.8011 -0.1171
O 1.7041 -0.6467 0.5828
S -1.1117 -0.2079 -0.8431
O -0.7156 -1.6211 -0.6673
O -2.0510 0.1214 -1.9130
C -2.0808 0.1543 0.7126
F -1.3175 -0.0191 1.7794
F -2.5174 1.4051 0.6893
F -3.1210 -0.6638 0.7826
Tl 0.9943 -2.9483 0.4722
O 1.5310 -4.9866 0.7035
H 2.3038 -5.4775 0.9802
C 0.6899 2.7298 -0.4343
H 0.3832 2.6834 0.6200
H 0.6835 3.8265 -0.3977
H 0.6240 2.7450 -1.5333

***

Record 3
8
Properties=species:S:1:pos:R:3 method="wB97M-V/def2-TZVPD" fmax_ev_per_a=4.00 e_lumo_ev="0.28 / 0.12" total_charge=0 homo_lumo_gap_ev="9.143 / 8.114"
C -1.6411 0.1086 0.0438
C 1.5938 -0.2588 -0.0348
F 1.7014 0.2340 1.1630
I 1.8704 1.1074 -1.5623
H -1.1745 0.9431 0.5701
H -2.3032 0.0884 -0.8177
H -1.6972 -0.8362 0.8021
H 1.6505 -1.3864 -0.1642

***

Record 4
10
Properties=species:S:1:pos:R:3 method="wB97M-V/def2-TZVPD" fmax_ev_per_a=7.06 e_lumo_ev=0.38 total_charge=0 homo_lumo_gap_ev=10.624
C -0.4707 0.5314 0.1147
C -0.9460 -0.7889 0.5781
H 2.4974 -0.1583 0.7316
H 1.1175 1.1614 -1.1296
H 0.0253 -1.2981 1.1745
H -2.0890 -0.8990 0.8009
N 0.9585 0.8171 0.0951
O 1.7483 -0.3009 -0.0076
O -1.1108 1.6002 -0.1596
F -0.5400 -1.4861 -0.5625

***

Record 5
11
Properties=species:S:1:pos:R:3 method="wB97M-V/def2-TZVPD" fmax_ev_per_a=3.65 e_lumo_ev="-0.10 / -2.26" spin_multiplicity=3 s_squared=2.008 total_charge=0 homo_lumo_gap_ev="8.231 / 9.323"
C -0.7794 -0.2254 -0.6389
C 1.6297 0.7417 0.0344
N 2.0863 -0.6238 -0.0745
O 2.0086 -1.2301 0.9908
O 2.4914 -1.1268 -1.1016
O 1.7273 1.2314 1.3185
F 2.0205 1.5950 -0.8782
H -1.3852 0.0200 0.1998
H -1.0599 0.3158 -1.4734
H -0.1683 -1.0532 -0.5488
H 2.1376 0.5379 1.9730

***

Record 6
10
Properties=species:S:1:pos:R:3 method="wB97M-V/def2-TZVPD" fmax_ev_per_a=7.18 e_lumo_ev="-0.36 / -0.44" total_charge=0 homo_lumo_gap_ev="7.751 / 7.587"
C 1.0649 -1.1172 -0.6753
C -0.7077 0.3069 0.4602
N -0.0562 -0.6470 -0.4581
O 4.1549 -0.8986 0.2013
F 2.9938 1.1957 -0.8315
S 3.0601 0.0091 0.3994
H 1.1967 -1.6919 -1.4669
H -1.4639 -0.3519 0.8419
H 0.1074 0.7734 1.1674
H -1.1448 1.0596 -0.2671

***

Record 7
8
Properties=species:S:1:pos:R:3 method="wB97M-V/def2-TZVPD" fmax_ev_per_a=2.58 e_lumo_ev="-1.19 / -1.21" total_charge=0 homo_lumo_gap_ev="7.403 / 7.346"
C -0.3376 1.1802 -0.5065
C 0.9057 0.7714 0.0661
F -0.9927 2.0746 0.2080
P -3.2808 -0.2269 0.0509
H 1.4636 1.3507 0.8636
H 1.6713 0.6973 -0.7823
H 0.5039 -0.2065 0.4943
H -1.9922 -0.0436 -0.3386

***

Record 8
9
Properties=species:S:1:pos:R:3 method="wB97M-V/def2-TZVPD" fmax_ev_per_a=4.59 smiles="C/C=P/SF" e_lumo_ev=-0.35 total_charge=0 homo_lumo_gap_ev=8.217
C 0.1415 -0.0920 -0.1141
C -0.9280 -0.9786 -0.5470
F 2.0602 0.9904 1.6542
P 0.1662 1.6128 -0.5371
S 1.7253 2.3016 0.6652
H 0.6636 -0.1415 0.8398
H -1.7138 -1.2122 0.2672
H -0.5439 -1.9705 -0.8122
H -1.5711 -0.5099 -1.4159

***

Record 9
9
Properties=species:S:1:pos:R:3 method="wB97M-V/def2-TZVPD" fmax_ev_per_a=5.79 smiles="C1#P=C1.F[SiH3]" e_lumo_ev=-1.13 total_charge=0 homo_lumo_gap_ev=7.558
C -2.9232 0.4220 1.0499
C -1.8324 -0.0461 1.7290
F 1.7672 0.3409 -2.4310
Si 2.1245 -0.5361 -1.0917
P -2.6985 1.3797 2.4857
H -3.4084 0.5135 0.1962
H 1.8952 -1.8008 -1.3635
H 3.4933 -0.1794 -0.6980
H 1.5823 -0.0937 0.1234

***

Record 10
10
Properties=species:S:1:pos:R:3 method="wB97M-V/def2-TZVPD" fmax_ev_per_a=5.63 e_lumo_ev="-4.36 / -8.78" spin_multiplicity=2 s_squared=0.751 total_charge=+1 homo_lumo_gap_ev="11.179 / 6.804"
O 0.2723 1.4885 -0.6233
C 0.6760 0.3591 -0.4548
Hg -0.8590 -0.2427 -2.6619
O -0.0865 -0.5424 0.1370
O 1.2402 -0.2452 -1.5120
H 2.1701 -0.4449 -1.3389
C -0.7200 -0.1582 1.3712
H -1.7926 -0.1594 1.1563
H -0.3745 -0.8805 2.1159
H -0.5260 0.8257 1.8105

***

Record 11
11
Properties=species:S:1:pos:R:3 method="wB97M-V/def2-TZVPD" fmax_ev_per_a=3.04 smiles="O=CN/C=N/I.I" e_lumo_ev=-0.28 total_charge=0 homo_lumo_gap_ev=9.147
C 1.4496 1.3720 -0.5727
C -0.6530 0.4126 0.6511
N 0.7000 0.6424 0.3771
N -1.4691 0.8600 -0.1653
O 2.6367 1.2969 -0.7169
I -3.4956 0.5976 -0.1085
I 0.5394 -3.6755 0.0041
H 0.6815 1.7783 -1.2248
H -0.8525 -0.0574 1.5537
H 1.3753 0.0672 0.8678
H -0.9123 -3.2940 -0.6656

***

Record 12
11
Properties=species:S:1:pos:R:3 method="wB97M-V/def2-TZVPD" fmax_ev_per_a=3.00 smiles="[H]/N=C(/S)C(=O)O.I" e_lumo_ev=-0.41 total_charge=0 homo_lumo_gap_ev=9.342
C -1.6188 1.9192 -0.3515
C -1.7912 0.4728 -0.2175
N -0.8608 -0.3881 -0.3596
O -2.4170 2.7752 -0.0479
O -0.4269 2.2754 -0.9032
S -3.3309 -0.1851 0.4329
I 4.3407 -0.5007 0.4529
H -0.4560 3.2346 -1.0801
H 2.8187 -0.2559 0.0359
H 0.0734 -0.1256 -0.6843
H -4.0361 1.0963 0.4850

***

Energy above the lowest of the compared OMol25 structures with the same formula, charge and spin (computed, eV): 0.000 1.918 4.160 4.871 2.269 3.353 5.975 0.678 2.161 0.794 0.000 0.519
Total energy (computed, eV): -84730.02819 -48378.45059 -12952.22055 -10436.66721 -12481.34485 -19225.28434 -14138.39262 -24978.28176 -22018.66076 -12446.01245 -23366.37507 -26659.13173